ORCA calculation (wB97M-V/def2-TZVPD) on a 17-piece molecular cluster, C88H202N11O28 overall at a distorted geometry.

XYZ file:
```
329
Properties=species:S:1:pos:R:3:mulliken_charge:R:1
C -7.132 -1.629 8.764 -1.302
C -7.592 -1.028 7.396 -0.238
C -6.589 -1.557 6.384 -1.005
N -6.621 -1.064 4.960 0.568
C -5.506 -1.765 4.105 -0.393
C -5.642 -1.491 2.627 -0.038
C -7.014 -1.694 2.032 -0.968
C -8.075 -0.926 2.860 -0.941
C -8.028 -1.297 4.325 -0.590
C -6.311 0.420 4.990 -0.852
H -6.796 -2.696 8.826 0.334
H -7.990 -1.483 9.480 0.387
H -6.330 -1.020 9.233 0.329
H -7.707 0.041 7.222 0.296
H -8.514 -1.490 7.184 0.366
H -6.769 -2.620 6.399 0.560
H -5.582 -1.355 6.733 0.401
H -5.616 -2.806 4.314 0.439
H -4.544 -1.425 4.507 -0.010
H -4.928 -2.107 2.083 0.498
H -5.317 -0.433 2.386 -0.137
H -7.277 -2.736 2.122 0.369
H -7.153 -1.422 1.011 0.432
H -9.083 -1.261 2.564 0.394
H -7.966 0.135 2.837 0.405
H -8.210 -2.359 4.483 0.428
H -8.707 -0.615 4.908 0.412
H -6.928 0.855 5.800 0.296
H -6.364 0.964 4.005 0.287
H -5.246 0.440 5.271 0.272
C -2.542 7.379 4.944 -1.213
C -3.465 7.214 3.784 -0.595
C -3.562 5.732 3.299 -0.195
N -3.756 5.541 1.786 0.383
C -4.233 4.014 1.626 -0.114
C -4.388 3.590 0.186 -0.100
C -5.431 4.500 -0.506 -0.778
C -5.197 5.987 -0.276 -0.730
C -4.864 6.354 1.200 -0.505
C -2.449 5.748 1.081 0.738
H -2.631 6.562 5.611 0.418
H -2.723 8.374 5.452 0.443
H -1.556 7.313 4.533 0.118
H -3.115 7.792 2.948 0.291
H -4.431 7.636 4.155 0.255
H -4.390 5.213 3.811 0.639
H -2.582 5.273 3.524 -0.109
H -5.145 4.145 2.203 0.707
H -3.511 3.395 2.106 -0.336
H -4.716 2.525 0.184 0.550
H -3.405 3.586 -0.364 -0.175
H -6.421 4.255 -0.149 0.402
H -5.436 4.293 -1.611 0.263
H -6.087 6.587 -0.503 0.475
H -4.446 6.367 -0.970 0.179
H -5.780 6.140 1.784 0.455
H -4.586 7.367 1.231 0.511
H -2.654 5.574 0.012 -0.328
H -1.672 5.126 1.520 -0.860
H -2.235 6.823 1.243 0.274
C 9.877 -7.850 -1.984 -1.496
C 8.897 -7.151 -1.129 0.002
C 9.351 -5.709 -0.909 -0.904
N 8.538 -4.898 0.111 0.593
C 9.098 -3.541 0.221 -0.635
C 8.978 -2.635 -1.004 -1.172
C 7.464 -2.583 -1.429 -0.277
C 6.976 -4.002 -1.664 -0.397
C 7.080 -4.826 -0.402 -0.240
C 8.481 -5.482 1.480 -1.106
H 10.879 -8.054 -1.483 0.335
H 10.049 -7.326 -2.922 0.354
H 9.572 -8.867 -2.243 0.408
H 8.733 -7.663 -0.205 0.163
H 8.016 -7.036 -1.716 0.198
H 9.278 -5.120 -1.804 0.517
H 10.419 -5.699 -0.632 0.510
H 10.106 -3.650 0.486 0.466
H 8.715 -3.050 1.147 0.528
H 9.683 -2.945 -1.707 0.415
H 9.233 -1.679 -0.578 0.427
H 7.412 -1.978 -2.330 0.454
H 6.930 -2.065 -0.664 0.206
H 7.600 -4.465 -2.439 0.335
H 5.956 -4.000 -1.993 -0.046
H 6.619 -5.847 -0.527 0.393
H 6.536 -4.285 0.375 -0.074
H 8.151 -6.564 1.385 0.248
H 7.886 -4.826 2.109 0.382
H 9.564 -5.481 1.783 0.346
C 1.108 8.813 1.429 -1.323
C 1.986 8.510 2.607 -0.300
C 1.201 7.926 3.736 0.439
N 2.032 6.976 4.729 0.248
C 0.888 6.302 5.538 0.382
C 1.274 5.255 6.570 -1.341
C 2.095 4.164 5.908 0.111
C 3.215 4.795 4.963 -1.106
C 2.701 5.796 4.001 -0.090
C 2.934 7.746 5.608 -0.909
H 0.809 7.917 0.932 0.243
H 1.701 9.312 0.674 0.447
H 0.176 9.361 1.787 0.299
H 2.588 9.351 2.911 0.458
H 2.682 7.744 2.216 0.134
H 0.407 7.214 3.383 -0.699
H 0.875 8.679 4.428 0.561
H 0.271 5.799 4.766 -0.341
H 0.243 7.070 5.989 0.490
H 0.344 4.808 6.885 0.564
H 1.840 5.651 7.487 0.289
H 1.412 3.687 5.159 -0.427
H 2.430 3.385 6.519 0.673
H 3.654 3.955 4.357 0.496
H 3.991 5.250 5.598 0.417
H 1.887 5.448 3.332 0.178
H 3.545 6.142 3.421 0.327
H 3.285 7.113 6.470 0.434
H 2.447 8.650 5.948 0.318
H 3.822 8.071 5.069 0.341
C 0.527 -3.311 9.607 -1.534
C 0.666 -3.472 8.119 0.195
C 0.777 -2.060 7.556 -0.899
N 0.375 -1.902 6.089 1.374
C 0.364 -0.427 5.801 -0.924
C -1.078 -2.507 5.771 0.354
C -0.770 -3.655 4.803 -0.605
C 0.399 -3.196 4.024 1.995
C 1.320 -2.633 5.133 -1.101
H 1.240 -2.653 10.003 0.388
H 0.583 -4.280 10.144 0.390
H -0.449 -2.901 9.817 0.395
H -0.154 -3.965 7.603 0.246
H 1.583 -4.073 7.889 0.062
H 1.824 -1.754 7.587 0.457
H 0.025 -1.399 8.036 0.429
H 0.332 -0.210 4.766 -0.045
H 1.292 0.042 6.196 0.369
H -0.664 -0.102 6.196 0.279
H -1.641 -1.731 5.301 -0.773
H -1.640 -2.858 6.703 0.302
H -1.484 -3.847 3.967 0.666
H -0.525 -4.634 5.263 0.286
H -0.013 -2.385 3.367 -1.478
H 0.950 -3.867 3.380 -0.084
H 2.104 -1.980 4.851 0.508
H 1.675 -3.455 5.732 0.001
C 0.154 4.971 -10.241 -1.506
C -0.799 5.985 -10.869 -0.585
C -0.328 7.440 -10.982 -0.376
N -1.151 8.342 -11.869 -0.024
C -0.895 8.137 -13.335 -0.999
C -0.943 9.780 -11.433 -0.749
C -1.856 9.919 -10.255 -0.389
C -2.930 8.768 -10.331 -0.280
C -2.618 8.050 -11.580 -0.598
H -0.470 4.100 -9.986 0.384
H 0.631 5.282 -9.309 0.319
H 0.901 4.677 -10.953 0.428
H -1.690 5.953 -10.300 0.403
H -1.157 5.674 -11.862 0.333
H 0.657 7.428 -11.476 0.339
H -0.196 7.902 -10.018 0.440
H 0.105 8.425 -13.587 0.423
H -1.511 8.749 -14.024 0.391
H -0.963 7.085 -13.361 0.406
H -1.020 10.419 -12.308 0.396
H 0.072 9.837 -11.121 0.395
H -2.377 10.868 -10.308 0.419
H -1.255 9.798 -9.358 0.159
H -3.899 9.261 -10.405 0.439
H -2.833 8.204 -9.406 -0.085
H -3.105 8.525 -12.414 0.504
H -2.847 6.971 -11.585 0.424
C -1.253 -1.318 0.311 -0.896
O 0.092 -1.701 0.279 1.575
C 0.947 -0.827 1.055 0.204
C 1.043 0.518 0.346 -0.988
N 1.654 0.260 -1.010 2.625
H 1.085 -0.506 -1.359 -0.209
H 1.401 1.022 -1.648 -0.621
C 3.081 -0.085 -1.099 -0.998
C 3.582 -0.650 -2.429 -0.830
O 3.283 -2.038 -2.266 0.257
C 3.759 -2.839 -3.328 -1.101
H -1.575 -1.540 -0.714 -0.174
H -1.432 -0.264 0.555 -0.064
H -1.761 -1.935 1.014 0.404
H 1.891 -1.289 0.987 0.467
H 0.590 -0.776 2.092 -1.676
H 1.634 1.303 0.853 0.518
H 0.086 0.887 0.101 0.247
H 3.248 -0.861 -0.363 0.272
H 3.568 0.817 -0.733 0.470
H 4.661 -0.478 -2.606 0.537
H 2.958 -0.241 -3.220 0.233
H 4.868 -2.873 -3.328 0.154
H 3.527 -2.436 -4.299 0.375
H 3.377 -3.836 -3.245 0.409
C -0.475 8.635 -6.005 -0.610
O -0.020 7.287 -6.099 -0.440
C -1.090 6.334 -6.210 -0.362
C -1.707 6.031 -4.860 -0.384
N -0.747 5.259 -4.007 -0.434
H -1.544 3.773 -4.462 0.671
H 0.220 5.383 -4.342 0.315
C -0.780 5.583 -2.521 -0.951
C 0.230 4.680 -1.828 0.488
O 1.551 4.965 -2.370 -0.455
C 2.404 3.973 -1.885 -0.134
H 0.371 9.368 -6.022 0.309
H -0.951 8.844 -5.012 0.225
H -1.254 8.792 -6.735 0.238
H -0.472 5.463 -6.571 0.209
H -1.840 6.614 -6.953 0.223
H -2.572 5.372 -5.103 -0.025
H -2.119 6.891 -4.441 0.531
H -1.789 5.354 -2.125 0.169
H -0.573 6.643 -2.379 0.655
H -0.078 3.654 -2.141 -0.337
H 0.180 4.811 -0.753 0.309
H 2.759 4.272 -0.890 0.312
H 3.202 3.949 -2.631 0.353
H 1.974 2.962 -1.857 -0.387
C 3.676 -6.973 -0.084 0.050
O 3.723 -6.952 1.358 -0.594
C 2.841 -6.000 1.865 0.859
C 2.888 -5.957 3.369 -1.177
N 4.318 -6.285 3.784 0.118
H 4.690 -6.982 3.100 0.613
H 4.813 -5.395 3.530 0.350
C 4.466 -6.684 5.252 -0.268
C 5.956 -6.745 5.556 -0.543
O 6.548 -7.520 4.497 -0.297
C 7.939 -7.559 4.542 -0.810
H 2.676 -7.056 -0.516 -0.069
H 4.426 -7.744 -0.273 0.431
H 4.155 -6.023 -0.497 -0.332
H 1.811 -6.127 1.503 -0.079
H 3.186 -5.023 1.576 -0.108
H 2.300 -6.748 3.832 0.685
H 2.769 -4.952 3.825 0.082
H 3.906 -7.731 5.339 0.362
H 3.846 -5.961 5.807 0.051
H 6.070 -7.352 6.498 0.429
H 6.440 -5.754 5.600 0.397
H 8.375 -8.187 5.338 0.335
H 8.340 -6.607 4.777 0.366
H 8.315 -8.026 3.620 0.215
C -1.602 -3.433 -8.527 -0.767
O -1.363 -3.587 -7.104 -0.236
C -0.023 -3.446 -6.732 -0.676
C -0.030 -3.339 -5.258 -0.080
N -1.119 -2.419 -4.816 1.238
H -0.675 -1.773 -4.142 -0.190
H -1.446 -1.929 -5.610 0.394
C -2.308 -3.074 -4.220 -0.703
C -3.427 -2.071 -4.272 -0.597
O -3.814 -2.111 -5.632 -0.284
C -4.922 -1.351 -6.041 -0.635
H -2.660 -3.194 -8.576 0.233
H -1.232 -4.315 -9.072 0.267
H -1.036 -2.542 -8.907 0.350
H 0.355 -2.436 -7.182 0.297
H 0.709 -4.204 -7.021 0.463
H 0.962 -3.026 -4.872 -0.253
H -0.322 -4.263 -4.773 0.431
H -2.011 -3.493 -3.257 0.438
H -2.461 -3.962 -4.845 0.457
H -3.141 -1.061 -3.907 0.131
H -4.273 -2.402 -3.638 0.608
H -5.794 -1.697 -5.553 0.372
H -5.087 -1.540 -7.087 0.250
H -4.615 -0.292 -5.951 0.095
C -0.093 -9.692 2.735 -0.722
O -0.862 -9.216 1.669 -0.290
C -0.406 -9.512 0.376 -0.431
C -1.473 -9.236 -0.552 -0.760
N -2.050 -7.843 -0.291 0.757
H -2.400 -7.816 0.659 0.405
H -1.184 -7.310 -0.299 0.050
C -2.971 -7.344 -1.314 -0.114
C -4.451 -7.490 -1.093 -0.467
O -4.728 -8.858 -1.120 -0.312
C -6.125 -9.246 -0.986 -0.747
H 0.903 -9.238 2.734 0.158
H 0.145 -10.737 2.670 0.371
H -0.602 -9.548 3.679 0.294
H -0.276 -10.599 0.220 0.439
H 0.461 -8.974 0.109 0.249
H -2.364 -9.861 -0.349 0.397
H -1.191 -9.260 -1.602 0.452
H -2.715 -7.956 -2.246 0.210
H -2.600 -6.273 -1.512 -0.080
H -4.979 -6.952 -1.891 0.407
H -4.715 -7.111 -0.067 0.342
H -6.541 -9.321 -1.950 0.287
H -6.639 -8.511 -0.325 0.317
H -6.096 -10.226 -0.542 0.253
O 1.078 -4.374 -0.350 0.305
C -0.056 -5.174 -0.432 0.509
O 0.208 -6.376 -0.313 -1.002
O -1.122 -4.570 -0.677 -0.760
H 0.768 -3.490 -0.289 -0.088
O -2.763 1.770 4.422 -0.573
C -2.280 0.503 4.105 0.569
O -1.528 0.359 3.115 -0.637
O -2.738 -0.333 4.942 -1.211
H -2.525 2.281 3.657 0.119
O -1.342 2.953 2.208 1.151
C -0.076 3.494 2.565 -0.361
O -0.111 4.715 2.824 -0.816
O 0.858 2.723 2.502 -0.404
H -1.265 2.017 2.285 -0.500
O 5.301 -2.066 1.910 -0.491
C 4.783 -3.138 2.677 0.078
O 3.668 -2.986 3.134 -0.176
O 5.472 -4.196 2.689 -0.820
H 4.825 -1.226 2.011 0.297
O -0.989 0.503 -4.527 -0.511
C -0.098 0.501 -3.482 0.387
O 0.296 -0.680 -3.160 -1.368
O 0.226 1.537 -2.918 -0.657
H -1.224 1.516 -4.627 0.196
O -3.942 2.079 -5.116 -0.340
C -3.346 3.022 -4.494 0.603
O -3.748 3.751 -3.629 -0.511
O -2.092 3.072 -4.977 -0.743
H -4.888 2.108 -5.145 0.370
```

**HOMO energy**: -15.58 eV
**Net charge**: +5
**F_max**: 4.0 eV/A
**2S+1**: 1
**HOMO-LUMO gap**: 8.9 eV